Record 1
{
  "formula": "C2H4OSi",
  "method": "wB97M-V/def2-TZVPD",
  "symbols": ["C", "C", "O", "Si", "H", "H", "H", "H"],
  "xyz": [[1.185173, -0.631164, -0.080806], [-0.477825, 1.173920, -0.070626], [2.274946, -0.226118, -0.012603], [-0.698718, -0.646476, 0.098737], [0.096027, 1.626604, -0.903338], [-1.163953, -1.377040, 1.228705], [-0.048449, 1.406780, 0.832370], [-1.167198, -1.326506, -1.092440]],
  "forces_ev_per_angstrom": [[2.263, 0.421, 0.776], [-0.477, -2.526, -1.458], [-1.848, -0.802, -0.403], [-0.228, 2.654, -2.265], [-0.698, -0.486, 0.277], [0.094, -0.207, 1.054], [0.919, 1.361, 2.383], [-0.026, -0.415, -0.364]],
  "lowdin_charge": [-0.19, -0.26, 0.10, 0.54, 0.00, -0.05, -0.08, -0.05],
  "energy_ha": -443.1994,
  "lumo_energy_ev": [-0.2088, -0.2076],
  "e_above_lowest_kj_mol": 191.62,
  "homo_energy_ha": [-0.2761, -0.2763]
}

---

Record 2
{
  "formula": "C7H16N",
  "method": "wB97M-V/def2-TZVPD",
  "symbols": ["C", "C", "C", "C", "C", "C", "C", "N", "H", "H", "H", "H", "H", "H", "H", "H", "H", "H", "H", "H", "H", "H", "H", "H"],
  "xyz": [[-2.526225, 1.843497, 0.626432], [-2.764650, 0.335649, 0.390860], [-2.200044, -0.228000, -0.931420], [-0.683669, -0.040956, -0.927693], [-0.087944, 0.974962, -1.634847], [0.152242, -0.947648, -0.269423], [-0.070816, -2.384615, 0.018616], [6.215171, 0.432722, 1.361885], [-2.277133, 2.378419, -0.282209], [-3.401804, 2.257994, 1.119198], [-1.683528, 1.887520, 1.360093], [-3.827844, 0.135072, 0.269831], [-2.531517, -1.254352, -1.056979], [-2.622172, 0.314210, -1.799223], [0.967262, 1.064603, -1.441518], [-0.552333, 1.509532, -2.449290], [1.209785, -0.718991, -0.416448], [6.360532, 1.157876, 2.051599], [-0.840420, -2.470307, 0.794514], [-0.436984, -2.933227, -0.861343], [0.856466, -2.921730, 0.174560], [-2.364093, -0.266472, 1.210330], [6.097455, -0.400741, 1.929284], [7.012260, 0.274975, 0.763201]],
  "forces_ev_per_angstrom": [[0.827, -1.296, 1.232], [-0.473, -0.015, -1.007], [0.594, 0.837, -0.282], [-2.362, 0.035, 0.187], [0.750, -1.581, 0.690], [1.553, -0.850, -2.579], [-0.417, 0.481, 0.071], [-0.730, -0.484, 0.399], [-0.078, 0.223, -0.100], [0.077, 0.276, -0.156], [-0.520, 0.554, -0.702], [-0.139, -0.017, 0.540], [0.339, -0.284, 0.087], [0.187, -0.085, 0.466], [0.341, 0.654, -0.247], [-0.194, 0.229, 0.154], [0.046, 0.361, 0.787], [0.441, 0.276, -0.366], [0.215, -0.448, 0.039], [-0.570, 0.607, -0.162], [0.123, 0.242, 0.898], [-0.262, 0.087, 0.091], [0.015, -0.129, -0.238], [0.237, 0.324, 0.197]],
  "lowdin_charge": [-0.08, -0.24, -0.15, -0.27, 0.27, 0.08, -0.01, 0.00, 0.07, 0.08, 0.09, 0.11, 0.12, 0.13, 0.10, 0.12, 0.13, 0.00, 0.12, 0.13, 0.10, 0.11, 0.00, 0.00],
  "energy_ha": -330.7214,
  "lumo_energy_ev": -6.8138,
  "e_above_lowest_kj_mol": 281.38,
  "charge": 1,
  "homo_energy_ha": -0.4471
}

---

Record 3
{
  "formula": "C3H12NO2S",
  "method": "wB97M-V/def2-TZVPD",
  "symbols": ["C", "O", "C", "C", "S", "N", "H", "H", "H", "H", "H", "H", "H", "H", "H", "H", "H", "H", "O"],
  "xyz": [[-0.702034, 0.271831, 2.115658], [-1.653182, 1.317474, 1.954860], [-0.105581, 0.067006, 0.743340], [0.891992, -1.082429, 0.550427], [1.333054, -0.810058, -1.113053], [0.604402, 1.245517, 0.258290], [-1.222535, -0.620030, 2.440443], [0.100736, 0.579587, 2.768699], [-1.466352, 2.042186, 2.559365], [-0.895685, -0.120502, 0.013694], [0.417337, -2.048466, 0.725630], [1.751990, -1.011111, 1.218984], [2.423297, 0.294032, -4.678843], [3.057891, 0.050406, -4.980297], [1.429988, 1.139278, -0.352456], [-0.021987, 2.007406, -0.002566], [-2.224276, -0.909198, -2.562193], [-0.866149, -0.685261, -1.865056], [-1.812892, -0.524720, -1.780862]],
  "forces_ev_per_angstrom": [[-0.075, 0.861, -0.544], [0.205, 0.117, -0.144], [-0.529, -0.427, -0.305], [0.501, -0.782, 0.930], [0.108, 0.792, -0.077], [-0.022, -0.305, -1.485], [0.141, -0.304, 0.212], [0.131, -0.199, 0.634], [-0.064, -0.070, 0.105], [-0.333, -0.163, 0.470], [-0.264, 0.012, -0.244], [0.018, 0.133, -0.078], [0.045, -0.012, -0.039], [-0.054, 0.011, 0.049], [0.293, 0.352, 0.769], [0.122, 0.073, 0.071], [-0.024, 0.014, -0.007], [-0.272, -0.197, -0.486], [0.074, 0.093, 0.168]],
  "lowdin_charge": [-0.18, -0.02, -0.45, -0.46, 1.07, 0.20, 0.14, 0.14, 0.11, 0.10, 0.12, 0.10, 0.00, 0.02, 0.05, 0.15, 0.06, -0.07, -0.07],
  "energy_ha": -724.4761,
  "lumo_energy_ev": -8.9976,
  "e_above_lowest_kj_mol": 570.46,
  "charge": 1,
  "homo_energy_ha": -0.5442
}

---

Record 4
{
  "formula": "C36H31BBrNO4S4Tc",
  "method": "wB97M-V/def2-TZVPD",
  "symbols": ["Tc", "S", "C", "C", "C", "C", "C", "C", "S", "C", "C", "C", "C", "C", "C", "C", "S", "C", "C", "C", "C", "C", "C", "S", "N", "H", "H", "H", "H", "H", "H", "H", "H", "H", "H", "H", "H", "H", "H", "H", "C", "C", "C", "C", "C", "C", "C", "C", "O", "B", "O", "C", "C", "H", "H", "H", "H", "H", "H", "H", "H", "H", "H", "H", "H", "Br", "C", "C", "C", "C", "C", "C", "C", "O", "O", "H", "H", "H", "H"],
  "xyz": [[0.501386, 1.314749, -1.735756], [1.591841, 2.669038, -3.326802], [1.018464, 4.257618, -2.807060], [0.961001, 5.377946, -3.698965], [0.588610, 6.583313, -3.198807], [0.125414, 6.684635, -1.868086], [0.155836, 5.607506, -0.984068], [0.702732, 4.431373, -1.483123], [1.017973, 3.111720, -0.286336], [-0.517021, 3.134796, 0.717110], [-1.017899, 1.707197, 0.888890], [-1.882670, 1.390384, 1.915209], [-2.455140, 0.109552, 1.963273], [-2.004008, -0.892392, 1.118582], [-1.162581, -0.526439, 0.079938], [-0.558299, -1.477702, -1.000873], [-0.404872, -0.716187, -2.602638], [-2.161045, -0.383889, -2.944193], [-2.956869, -1.458106, -3.323400], [-4.328254, -1.259156, -3.467913], [-4.864004, -0.052874, -3.118323], [-4.041962, 1.025658, -2.864843], [-2.659930, 0.939095, -2.780490], [-1.610625, 2.314205, -2.536539], [-0.712847, 0.725449, 0.010804], [1.119951, 5.188653, -4.728527], [0.466048, 7.441296, -3.759575], [-0.241094, 7.637829, -1.532102], [-0.196952, 5.769310, 0.062151], [-1.156039, 3.628594, 0.028402], [-0.467660, 3.682709, 1.657473], [-2.193006, 2.144756, 2.624996], [-3.023340, -0.153895, 2.864206], [-2.290292, -1.935879, 1.186931], [-1.218242, -2.384820, -1.150778], [0.429030, -1.793250, -0.609245], [-2.490905, -2.393487, -3.537146], [-4.950155, -2.018305, -3.887962], [-5.896208, 0.133934, -3.036698], [-4.470443, 2.024914, -2.639325], [-0.515763, -5.982147, 1.811756], [-1.336641, -5.008187, 2.621450], [-2.683203, -4.770618, 1.872297], [-1.682811, -5.623739, 3.954125], [-0.575772, -3.681183, 2.842325], [-0.988215, -2.706813, 3.785278], [-0.367333, -1.481506, 3.953738], [0.661196, -1.191633, 3.069616], [1.258241, 0.054091, 2.844535], [2.040994, -0.139997, 1.746647], [2.069668, -1.541965, 1.384001], [1.142955, -2.150596, 2.190848], [0.586094, -3.399540, 2.075018], [-0.978327, -6.951221, 1.846860], [0.476644, -6.186409, 2.226764], [-0.341954, -5.776673, 0.681114], [-3.142235, -5.817020, 1.939403], [-2.593261, -4.435897, 0.836534], [-3.378625, -4.135511, 2.433946], [-2.249412, -6.456189, 3.776006], [-2.190804, -4.899521, 4.620069], [-0.699767, -5.941918, 4.428637], [-1.876901, -2.867002, 4.370667], [-0.789605, -0.713416, 4.644883], [0.967798, -4.049427, 1.339013], [8.290263, 2.906954, -2.313839], [6.582111, 2.472464, -1.603083], [5.638987, 1.846547, -2.459667], [4.461268, 1.409403, -2.012614], [4.241367, 1.360600, -0.617901], [5.205968, 2.013462, 0.261940], [6.320616, 2.555540, -0.251693], [3.108750, 0.714604, -0.210184], [2.766431, 0.849135, 1.169321], [2.146097, 0.241696, -0.979797], [5.922831, 1.813230, -3.486859], [3.775805, 0.876402, -2.696883], [4.964276, 2.157433, 1.301095], [7.016345, 3.046725, 0.396242]],
  "forces_ev_per_angstrom": [[-0.394, 0.136, 0.052], [0.115, -0.181, -0.219], [0.544, 0.230, -0.867], [-0.078, -1.791, 1.367], [-1.015, -0.820, 2.218], [0.257, -0.289, 0.093], [0.137, 1.407, -0.318], [-0.600, 0.173, 1.728], [0.244, 0.565, -0.464], [0.508, -1.385, -0.507], [-0.428, -0.575, 0.254], [-0.886, -0.364, -0.196], [1.107, -0.097, 1.296], [-0.371, -0.099, -0.768], [0.627, -0.175, -0.441], [-1.429, -1.023, 1.730], [-0.271, 0.473, -0.674], [0.548, 0.392, 0.347], [-0.253, 1.069, -0.102], [0.617, -0.780, -0.041], [0.808, 1.003, -0.023], [-0.297, 1.696, 0.811], [0.729, -1.575, -0.201], [0.251, 0.063, 0.436], [0.973, 1.059, -0.725], [0.403, 0.028, -0.829], [0.081, 1.503, -1.459], [-0.138, 0.215, 0.119], [0.472, -0.399, -0.970], [-1.123, 0.470, -0.400], [0.296, -0.177, -0.069], [0.093, -0.010, 0.072], [-0.174, 0.111, -0.657], [-0.207, 0.184, 0.242], [0.743, 0.893, 0.471], [-0.284, 0.166, -0.570], [0.145, -0.584, -0.130], [-0.297, -0.603, 0.137], [-1.230, -0.099, -0.307], [0.125, -0.802, -0.246], [1.083, -0.518, -1.791], [-0.170, 1.849, -0.659], [-0.341, -1.781, 0.890], [2.821, 1.791, 1.378], [0.779, 0.435, -0.040], [-0.127, -0.893, -0.476], [0.035, 1.148, -0.182], [-0.399, 0.311, 0.871], [-0.933, -0.719, 0.676], [1.136, -1.342, -0.789], [0.101, 0.863, -0.242], [0.002, 1.457, 0.082], [-1.214, 0.550, 0.805], [-0.555, -0.530, -0.107], [-0.018, 0.401, 0.133], [-0.533, 0.099, 1.905], [0.204, 1.403, -0.728], [0.069, -0.092, 0.125], [0.295, 0.148, -0.117], [-1.631, -2.221, -0.080], [0.191, -0.622, -0.325], [-1.256, 0.333, -0.202], [-0.156, -0.255, 0.169], [0.542, -0.760, -0.635], [0.302, -0.778, -0.644], [-0.192, 0.157, 0.136], [-0.404, -0.941, -0.908], [2.356, 1.716, -0.276], [-0.916, -1.701, -0.054], [1.012, 0.925, 0.382], [-2.528, -0.980, -0.331], [1.265, 0.645, -0.247], [-2.127, -0.065, 0.770], [-0.209, -0.615, -0.586], [0.559, 0.216, 0.537], [-0.116, -0.176, -0.686], [0.398, 0.576, 0.587], [-0.015, -0.261, 0.200], [0.343, 0.216, 0.269]],
  "mulliken_spin": [1.80, 0.14, -0.02, 0.01, -0.01, 0.01, -0.01, 0.01, 0.02, 0.03, 0.01, 0.00, 0.01, 0.00, 0.01, 0.00, 0.01, 0.01, 0.00, 0.01, 0.00, 0.01, 0.00, 0.01, -0.03, 0.00, 0.00, 0.00, 0.00, 0.00, 0.00, 0.00, 0.00, 0.00, 0.00, -0.01, 0.00, 0.00, 0.00, 0.00, 0.00, 0.00, 0.00, 0.00, 0.00, 0.00, 0.00, 0.00, 0.00, 0.04, -0.01, 0.00, 0.00, 0.00, 0.00, 0.00, 0.00, 0.00, 0.00, 0.00, 0.00, 0.00, 0.00, 0.00, 0.00, 0.01, 0.27, -0.11, 0.19, -0.12, 0.24, -0.11, 0.50, 0.00, 0.06, 0.00, 0.01, 0.03, 0.00],
  "energy_ha": -6018.7128,
  "lumo_energy_ev": [-0.1992, -1.0002],
  "e_above_lowest_kj_mol": 26.79,
  "spin_multiplicity": 4,
  "homo_energy_ha": [-0.2053, -0.2722]
}

---

Record 5
{
  "formula": "C25H33CoI2NOP3",
  "method": "wB97M-V/def2-TZVPD",
  "symbols": ["I", "I", "Co", "P", "C", "C", "H", "H", "H", "H", "H", "H", "C", "H", "H", "H", "P", "C", "C", "H", "H", "H", "C", "H", "H", "H", "H", "H", "H", "C", "O", "N", "P", "C", "C", "C", "C", "C", "C", "C", "C", "C", "C", "C", "C", "C", "C", "C", "C", "C", "C", "H", "H", "H", "H", "H", "H", "H", "H", "H", "H", "H", "H", "H", "H", "H"],
  "xyz": [[3.398514, -1.432674, -2.128283], [-1.823622, -0.675224, -2.692656], [1.117322, -1.020473, -2.505646], [1.348876, 0.614873, -3.904224], [1.587829, 2.310026, -3.155646], [2.833400, 0.472356, -4.993613], [2.826039, 1.218330, -5.803952], [0.416347, 1.658292, -5.970848], [2.807491, -0.533826, -5.427050], [-0.217751, 0.016236, -5.649404], [2.438368, 2.252304, -2.460530], [3.736475, 0.570215, -4.379317], [0.048236, 0.974284, -5.185399], [1.782260, 3.081527, -3.919523], [-0.849511, 1.396114, -4.711837], [0.695472, 2.601305, -2.579969], [0.486444, -3.075295, -1.286663], [0.463820, -3.069125, 0.553985], [-1.060043, -3.938942, -1.761561], [1.924226, -4.487946, -2.670111], [1.350736, -5.373897, -1.219177], [2.688621, -4.157136, -1.082329], [1.742487, -4.410930, -1.586886], [-1.103504, -4.005584, -2.854960], [-1.054675, -4.957308, -1.348359], [0.251863, -4.059825, 1.035914], [-0.340462, -2.426850, 0.880854], [-1.919084, -3.373023, -1.390025], [1.408150, -2.593048, 0.878421], [0.858198, -0.248043, -0.918031], [1.226936, 0.817217, -0.293912], [-0.414206, -0.653906, -0.718364], [-1.019546, 0.008569, 1.064481], [0.368573, 0.632237, 2.087201], [0.135848, 1.863974, 2.768582], [1.180341, 2.388960, 3.483557], [2.403552, 1.710192, 3.661642], [2.520626, 0.399532, 3.089757], [1.513688, -0.158478, 2.340828], [-1.795927, 1.554676, 0.332886], [-2.562627, 2.361295, 1.234183], [-2.913529, 3.683803, 0.934783], [-2.575696, 4.306977, -0.291609], [-1.834963, 3.522800, -1.215043], [-1.414780, 2.214968, -0.896108], [-1.658626, -0.962997, 2.481410], [-2.748330, -0.349577, 3.156672], [-2.801275, -0.388389, 4.545304], [-1.863532, -1.105085, 5.316755], [-0.854095, -1.816542, 4.634012], [-0.762004, -1.775065, 3.255640], [-0.817371, 2.408088, 2.594286], [1.040660, 3.379814, 3.886345], [3.250754, 2.162897, 4.199396], [3.442101, -0.151802, 3.173144], [1.643348, -1.173257, 1.871323], [-2.807380, 1.931747, 2.222792], [-3.454886, 4.257148, 1.689940], [-2.873336, 5.351655, -0.516259], [-1.556918, 3.971091, -2.196182], [-0.823329, 1.690046, -1.675946], [-3.484416, 0.213792, 2.572483], [-3.604392, 0.151381, 5.061162], [-1.892135, -1.104984, 6.415022], [-0.105577, -2.380793, 5.194339], [0.069925, -2.288698, 2.772321]],
  "forces_ev_per_angstrom": [[1.539, -0.344, 0.404], [-0.652, -0.308, -0.870], [-0.326, -2.612, -1.556], [-0.004, 3.762, -2.803], [-0.028, -0.526, 0.325], [-0.202, -0.388, 0.261], [-0.062, -0.222, 0.442], [-0.004, -0.277, 0.508], [0.194, 0.186, -0.084], [-0.089, 0.254, -0.035], [-0.259, 0.129, -0.151], [-0.113, 0.043, -0.247], [0.048, -0.372, 0.241], [-0.060, -0.545, 0.109], [0.319, -0.129, -0.180], [0.412, -0.117, -0.215], [0.385, -2.278, 0.229], [0.029, -0.115, -0.108], [0.129, 0.269, -0.065], [0.027, -0.065, 0.359], [0.229, 0.364, -0.099], [-0.372, -0.174, -0.161], [-0.285, 0.141, -0.204], [-0.111, 0.038, 0.236], [0.061, 0.324, 0.021], [0.649, 0.642, -0.730], [-0.118, -0.075, -0.180], [0.080, -0.230, -0.144], [-0.374, -0.747, -0.041], [-2.168, 7.527, 6.066], [1.163, -4.222, -3.381], [-0.270, -0.876, 3.530], [1.536, 1.443, -2.303], [-0.234, 0.195, 0.383], [-0.217, -1.398, -1.888], [1.254, 0.258, 0.903], [-0.703, -1.033, -0.858], [0.374, 1.334, 0.710], [-0.609, 0.236, -0.879], [-0.722, 1.623, 0.751], [0.401, -0.565, -0.398], [-0.027, 0.416, -0.407], [0.300, -1.286, 0.250], [-0.116, 0.265, 0.454], [-0.120, -0.843, 0.074], [-0.940, -0.329, 0.892], [0.726, -0.199, -0.858], [-0.193, -0.335, 1.054], [0.034, 0.246, -0.986], [-0.459, 0.043, 0.319], [-0.252, 0.646, -0.781], [1.218, -0.326, 0.370], [0.146, 0.093, 0.275], [-0.611, -0.276, -0.309], [0.202, -0.021, 0.288], [-0.040, 1.574, 0.649], [-0.043, 0.678, -0.785], [0.102, -0.204, -0.248], [0.254, -0.928, 0.207], [-0.167, -0.541, 0.878], [-0.546, 0.411, 1.010], [0.221, -0.336, 0.449], [0.298, -0.273, -0.277], [-0.095, 0.050, -0.637], [-0.320, 0.089, -0.182], [-0.415, 0.238, 0.402]],
  "mulliken_spin": [0.70, 0.78, 2.32, 0.04, 0.01, 0.02, 0.00, 0.00, 0.00, 0.00, 0.00, 0.01, 0.03, 0.00, 0.00, 0.00, 0.17, 0.02, 0.02, 0.00, 0.00, 0.01, 0.02, 0.00, 0.01, 0.00, -0.02, 0.00, 0.00, -0.18, -0.25, 0.28, -0.04, 0.01, -0.01, 0.01, -0.02, 0.01, -0.01, -0.02, 0.00, 0.00, 0.00, 0.00, 0.04, 0.02, 0.01, 0.00, 0.00, 0.00, 0.01, 0.00, 0.00, 0.00, 0.00, 0.00, 0.00, 0.00, 0.00, 0.00, 0.01, 0.00, 0.00, 0.00, 0.00, 0.00],
  "energy_ha": -4103.8851,
  "lumo_energy_ev": [-8.0341, -9.2809],
  "e_above_lowest_kj_mol": 570.54,
  "spin_multiplicity": 5,
  "charge": 2,
  "homo_energy_ha": [-0.5048, -0.5131]
}